(1)
Entry from the OMol25 dataset: 2 unconnected molecules or ions with the total composition C3H8I2OSi in a non-equilibrium geometry (wB97M-V/def2-TZVPD).

Properties
Gap between HOMO and LUMO (spin up / spin down) ... 0.2861 / 0.2861 Eh
Highest occupied orbital energy (spin up / spin down) ... -8.429 / -8.428 eV
Calculated total energy ... -1079.22300 a.u.
Molar mass ... 342.0 g mol⁻¹
LUMO level (spin up / spin down) ... -0.64 / -0.64 eV

The geometry in ORCA input format:
```
! wB97M-V def2-TZVPD RIJCOSX def2/J DEFGRID3
* xyz 0 1
C 1.49 -2.45 -0.10
C -1.16 2.57 1.35
C 0.37 -1.46 0.13
O 0.10 1.99 1.66
Si 1.10 1.06 0.78
I 1.75 2.46 -1.20
I 2.79 0.86 2.59
H 1.97 -2.65 -0.97
H 2.23 -2.13 0.55
H 1.05 -3.43 0.45
H -1.23 3.58 1.81
H -1.90 2.06 1.85
H -1.19 2.80 0.22
H -0.24 -1.66 1.08
H -0.27 -1.10 -0.70
*
```

Here are the natural (NBO) charges for atoms 1 to 6, given in e:
1. C -0.660
2. C -0.249
3. C -0.454
4. O -0.968
5. Si 1.143
6. I -0.239

=====

(2)
Entry from the OMol25 dataset: 2 unconnected molecules or ions with the total composition C3H8I2Si in a non-equilibrium geometry (wB97M-V/def2-TZVPD).

Properties
Gap between HOMO and LUMO (spin up / spin down) ... 0.2827 / 0.2266 Eh
Highest occupied orbital energy (spin up / spin down) ... -6.974 / -9.631 eV
Calculated total energy ... -1003.91971 a.u.
Molar mass ... 326.0 g mol⁻¹
LUMO level (spin up / spin down) ... 0.72 / -3.47 eV

The geometry in ORCA input format:
```
! wB97M-V def2-TZVPD RIJCOSX def2/J DEFGRID3
* xyz 0 3
C 2.45 -0.10 -0.67
C -1.81 -0.18 1.10
C 0.94 -0.30 -0.57
Si 0.05 -0.05 1.05
I -5.88 0.10 -1.61
I 0.82 2.06 2.05
H 3.22 -0.98 -0.45
H 2.77 0.21 -1.64
H 2.63 0.82 -0.09
H -2.21 -1.27 0.93
H -2.14 0.13 2.01
H -2.19 0.41 0.14
H 0.78 -1.27 -1.03
H 0.56 0.44 -1.22
*
```

Here are the natural (NBO) charges for atoms 1 to 6, given in e:
1. C -0.607
2. C -1.143
3. C -0.920
4. Si 1.080
5. I 0.000
6. I -0.259

=====

(3)
Entry from the OMol25 dataset: a gas-phase ion, C3H8IN2 (charge +1) in a non-equilibrium geometry (wB97M-V/def2-TZVPD).

Properties
Gap between HOMO and LUMO (spin up / spin down) ... 0.2855 / 0.2754 Eh
Highest occupied orbital energy (spin up / spin down) ... -12.638 / -12.505 eV
Calculated total energy ... -525.87216 a.u.
Molar mass ... 199.0 g mol⁻¹
LUMO level (spin up / spin down) ... -4.87 / -5.01 eV

The geometry in ORCA input format:
```
! wB97M-V def2-TZVPD RIJCOSX def2/J DEFGRID3
* xyz 1 1
C -1.25 -0.84 0.27
C 0.29 -0.88 -0.04
C -0.04 1.49 -0.53
N -1.99 0.24 -0.47
N 0.74 0.47 0.15
I -2.67 0.07 -2.20
H -1.75 -1.89 0.28
H -1.30 -0.58 1.27
H 0.68 -1.56 0.76
H 0.64 -1.26 -0.93
H 0.16 1.79 -1.50
H -0.30 2.21 0.15
H 0.46 0.77 1.15
H 1.72 0.49 0.00
*
```

Here are the natural (NBO) charges for atoms 1 to 6, given in e:
1. C -0.283
2. C -0.241
3. C -0.094
4. N -0.637
5. N -0.537
6. I 0.536

=====

(4)
Entry from the OMol25 dataset: a gas-phase ion, C3H8IN2S (charge +1) in a non-equilibrium geometry (wB97M-V/def2-TZVPD).

Properties
Gap between HOMO and LUMO (spin up / spin down) ... 0.2161 / 0.3020 Eh
Highest occupied orbital energy (spin up / spin down) ... -11.979 / -12.551 eV
Calculated total energy ... -924.13173 a.u.
Molar mass ... 231.1 g mol⁻¹
LUMO level (spin up / spin down) ... -6.10 / -4.33 eV

The geometry in ORCA input format:
```
! wB97M-V def2-TZVPD RIJCOSX def2/J DEFGRID3
* xyz 1 1
C 0.03 -0.78 -1.36
C 1.56 0.96 -2.17
C -0.73 -0.14 4.33
N -1.11 -1.14 -0.77
N 0.40 0.50 -1.45
S -2.20 -0.01 -0.12
I -1.68 -0.74 2.65
H 0.74 -1.50 -1.81
H 1.43 0.57 -3.19
H 2.46 0.55 -1.72
H 1.68 2.13 -2.26
H -1.41 0.29 5.08
H 0.35 0.13 4.25
H -1.25 -2.06 -0.38
H -0.26 1.26 -1.09
*
```

Here are the natural (NBO) charges for atoms 1 to 6, given in e:
1. C 0.369
2. C -0.442
3. C -0.518
4. N -0.685
5. N -0.521
6. S 0.062

=====

(5)
Entry from the OMol25 dataset: a gas-phase ion, C3H8N (charge +1) in a non-equilibrium geometry (wB97M-V/def2-TZVPD).

Properties
Gap between HOMO and LUMO ... 0.4379 Eh
Highest occupied orbital energy ... -17.202 eV
Calculated total energy ... -173.57703 a.u.
SMILES ... C=[NH+]CC
Molar mass ... 58.1 g mol⁻¹
LUMO level ... -5.29 eV

The geometry in ORCA input format:
```
! wB97M-V def2-TZVPD RIJCOSX def2/J DEFGRID3
* xyz 1 1
C 1.39 -0.83 -1.14
N 0.83 -0.32 -0.12
C -0.21 0.71 0.00
C -1.35 0.22 0.87
H 2.31 -1.38 -1.01
H 0.88 -0.67 -2.09
H 1.22 -0.54 0.80
H 0.30 1.56 0.41
H -0.46 1.00 -1.03
H -2.11 -0.30 0.29
H -1.82 1.04 1.38
H -0.99 -0.48 1.63
*
```

Here are the natural (NBO) charges for atoms 1 to 6, given in e:
1. C 0.129
2. N -0.367
3. C -0.231
4. C -0.633
5. H 0.244
6. H 0.232

=====

(6)
Entry from the OMol25 dataset: a gas-phase ion, C3H8N (charge +1) in a non-equilibrium geometry (wB97M-V/def2-TZVPD).

Properties
Gap between HOMO and LUMO ... 0.4381 Eh
Highest occupied orbital energy ... -17.200 eV
Calculated total energy ... -173.56539 a.u.
SMILES ... CCC=[NH2+]
Molar mass ... 58.1 g mol⁻¹
LUMO level ... -5.28 eV

The geometry in ORCA input format:
```
! wB97M-V def2-TZVPD RIJCOSX def2/J DEFGRID3
* xyz 1 1
C 1.56 -0.47 0.22
C 0.54 0.52 -0.36
C -0.86 0.20 0.25
N -2.00 -0.21 -0.26
H 1.06 -0.63 1.18
H 2.45 0.12 0.27
H 1.70 -1.36 -0.39
H 0.77 1.62 0.04
H 0.44 0.48 -1.42
H -0.77 0.18 1.38
H -2.76 -0.34 0.32
H -2.15 -0.13 -1.24
*
```

Here are the natural (NBO) charges for atoms 1 to 6, given in e:
1. C -0.586
2. C -0.463
3. C 0.348
4. N -0.602
5. H 0.204
6. H 0.250

=====

(7)
Entry from the OMol25 dataset: C3H8N2 in the gas phase in a non-equilibrium geometry (wB97M-V/def2-TZVPD).

Properties
Gap between HOMO and LUMO ... 0.3760 Eh
Highest occupied orbital energy ... -9.120 eV
Calculated total energy ... -228.46801 a.u.
SMILES ... CC1(C)NN1
Molar mass ... 72.1 g mol⁻¹
LUMO level ... 1.11 eV

The geometry in ORCA input format:
```
! wB97M-V def2-TZVPD RIJCOSX def2/J DEFGRID3
* xyz 0 1
C -0.86 1.30 0.01
C 0.43 -0.03 -0.06
C -0.08 -1.45 0.03
N 1.54 0.33 0.73
N 1.60 0.47 -0.75
H -0.24 2.02 -0.34
H -0.86 1.26 1.09
H -1.55 0.78 -0.61
H 0.69 -2.04 0.55
H -0.01 -2.07 -0.83
H -1.02 -1.41 0.40
H 1.60 1.12 1.33
H 2.03 -0.30 -1.25
*
```

Here are the natural (NBO) charges for atoms 1 to 6, given in e:
1. C -0.625
2. C 0.277
3. C -0.669
4. N -0.520
5. N -0.477
6. H 0.214

=====

(8)
Entry from the OMol25 dataset: 2 unconnected molecules or ions with the total composition C3H8N2 in a non-equilibrium geometry (wB97M-V/def2-TZVPD).

Properties
Gap between HOMO and LUMO ... 0.3717 Eh
Highest occupied orbital energy ... -9.140 eV
Calculated total energy ... -228.56309 a.u.
SMILES ... [H]/N=C/N.C=C
Molar mass ... 72.1 g mol⁻¹
LUMO level ... 0.97 eV

The geometry in ORCA input format:
```
! wB97M-V def2-TZVPD RIJCOSX def2/J DEFGRID3
* xyz 0 1
H -1.15 0.91 1.91
N -1.72 0.42 1.21
C -1.43 0.97 0.09
N -2.23 0.77 -1.01
H -0.53 1.55 -0.11
H -2.92 0.06 -1.00
H -1.90 1.29 -1.79
C 2.45 -0.63 -0.16
C 1.59 -1.43 0.47
H 2.65 -0.82 -1.21
H 2.81 0.29 0.28
H 1.20 -2.25 -0.11
H 1.18 -1.14 1.43
*
```

Here are the natural (NBO) charges for atoms 1 to 6, given in e:
1. H 0.335
2. N -0.731
3. C 0.277
4. N -0.823
5. H 0.149
6. H 0.407

=====

(9)
Entry from the OMol25 dataset: 2 unconnected molecules or ions with the total composition C3H8N2 in a non-equilibrium geometry (wB97M-V/def2-TZVPD).

Properties
Gap between HOMO and LUMO ... 0.3515 Eh
Highest occupied orbital energy ... -8.931 eV
Calculated total energy ... -228.47408 a.u.
SMILES ... C=NC.C=N
Molar mass ... 72.1 g mol⁻¹
LUMO level ... 0.63 eV

The geometry in ORCA input format:
```
! wB97M-V def2-TZVPD RIJCOSX def2/J DEFGRID3
* xyz 0 1
C 0.76 -1.19 0.98
N -0.20 -0.38 0.57
C -1.13 0.20 1.61
H 0.96 -2.08 0.43
H 1.09 -1.33 2.02
H -2.02 0.49 0.97
H -1.65 -0.58 2.19
H -0.82 1.05 2.20
C 0.58 0.63 -2.54
N 1.29 1.11 -1.59
H 0.85 -0.34 -3.19
H -0.39 1.06 -2.86
H 0.68 1.36 -0.79
*
```

Here are the natural (NBO) charges for atoms 1 to 6, given in e:
1. C -0.032
2. N -0.428
3. C -0.469
4. H 0.177
5. H 0.137
6. H 0.206

=====

(10)
Entry from the OMol25 dataset: C3H8N2 in the gas phase in a non-equilibrium geometry (wB97M-V/def2-TZVPD).

Properties
Gap between HOMO and LUMO ... 0.3549 Eh
Highest occupied orbital energy ... -8.753 eV
Calculated total energy ... -228.54206 a.u.
SMILES ... [H]/N=C\NCC
Molar mass ... 72.1 g mol⁻¹
LUMO level ... 0.91 eV

The geometry in ORCA input format:
```
! wB97M-V def2-TZVPD RIJCOSX def2/J DEFGRID3
* xyz 0 1
H 2.93 0.32 -0.84
N 2.67 -0.40 -0.11
C 1.49 -0.23 0.38
N 0.59 0.78 -0.01
C -0.84 0.64 0.26
C -1.49 -0.77 -0.20
H 1.23 -1.02 1.24
H 0.96 1.62 -0.79
H -1.54 1.44 -0.36
H -1.01 0.77 1.41
H -0.94 -1.72 0.18
H -1.49 -0.77 -1.28
H -2.56 -0.68 0.13
*
```

Here are the natural (NBO) charges for atoms 1 to 6, given in e:
1. H 0.320
2. N -0.705
3. C 0.270
4. N -0.680
5. C -0.210
6. C -0.629

=====

(11)
Entry from the OMol25 dataset: C3H8N2 in the gas phase in a non-equilibrium geometry (wB97M-V/def2-TZVPD).

Properties
Gap between HOMO and LUMO (spin up / spin down) ... 0.3642 / 0.2966 Eh
Highest occupied orbital energy (spin up / spin down) ... -8.598 / -9.592 eV
Calculated total energy ... -228.42107 a.u.
Molar mass ... 72.1 g mol⁻¹
LUMO level (spin up / spin down) ... 1.31 / -1.52 eV

The geometry in ORCA input format:
```
! wB97M-V def2-TZVPD RIJCOSX def2/J DEFGRID3
* xyz 0 3
C -0.02 -1.02 1.65
C 0.39 1.18 -0.89
C -0.01 -0.30 -0.62
N 0.70 0.29 2.00
N -0.71 -0.44 0.61
H 0.88 -1.69 1.33
H -0.65 -1.59 2.36
H -0.41 1.73 -0.62
H 1.23 1.35 -0.26
H 0.89 1.21 -1.95
H -0.73 -0.73 -1.38
H 0.88 -0.90 -0.59
H 0.09 0.84 2.72
*
```

Here are the natural (NBO) charges for atoms 1 to 6, given in e:
1. C -0.185
2. C -0.602
3. C -0.277
4. N -0.385
5. N -0.245
6. H 0.159

=====

(12)
Entry from the OMol25 dataset: 2 unconnected molecules or ions with the total composition C3H8N2O in a non-equilibrium geometry (wB97M-V/def2-TZVPD).

Properties
Gap between HOMO and LUMO (spin up / spin down) ... 0.1035 / 0.3328 Eh
Highest occupied orbital energy (spin up / spin down) ... 1.135 / -5.236 eV
Calculated total energy ... -303.74388 a.u.
Molar mass ... 88.1 g mol⁻¹
LUMO level (spin up / spin down) ... 3.95 / 3.82 eV

The geometry in ORCA input format:
```
! wB97M-V def2-TZVPD RIJCOSX def2/J DEFGRID3
* xyz -1 2
C 2.81 -0.52 -0.07
C 1.70 0.15 -0.51
O 0.73 -0.40 -1.23
H 3.48 0.12 0.47
H 2.95 -1.48 -0.55
H 1.79 1.21 -0.72
H -0.08 0.13 -1.40
N -1.31 -0.29 1.63
C -2.01 0.41 0.70
N -1.76 0.66 -0.56
H -0.33 -0.45 1.47
H -1.70 -1.12 2.12
H -3.03 0.48 1.10
H -2.39 1.44 -0.76
*
```

Here are the natural (NBO) charges for atoms 1 to 6, given in e:
1. C -0.606
2. C 0.170
3. O -0.737
4. H 0.200
5. H 0.208
6. H 0.154